{"formula": "C57H78N5O18", "method": "wB97M-V/def2-TZVPD", "charge": 0, "gap_ev": [7.0, 4.2], "e_lumo_ev": [-0.31, -3.18], "multiplicity": 2, "homo_ev": [-7.3, -7.3], "s_squared": 0.76, "elements": ["O", "O", "O", "O", "O", "O", "O", "O", "O", "O", "O", "O", "O", "O", "O", "O", "O", "O", "N", "N", "N", "N", "N", "C", "C", "C", "C", "C", "C", "C", "C", "C", "C", "C", "C", "C", "C", "C", "C", "C", "C", "C", "C", "C", "C", "C", "C", "C", "C", "C", "C", "C", "C", "C", "C", "C", "C", "C", "C", "C", "C", "C", "C", "C", "C", "C", "C", "C", "C", "C", "C", "C", "C", "C", "C", "C", "C", "C", "C", "C", "H", "H", "H", "H", "H", "H", "H", "H", "H", "H", "H", "H", "H", "H", "H", "H", "H", "H", "H", "H", "H", "H", "H", "H", "H", "H", "H", "H", "H", "H", "H", "H", "H", "H", "H", "H", "H", "H", "H", "H", "H", "H", "H", "H", "H", "H", "H", "H", "H", "H", "H", "H", "H", "H", "H", "H", "H", "H", "H", "H", "H", "H", "H", "H", "H", "H", "H", "H", "H", "H", "H", "H", "H", "H", "H", "H", "H", "H"], "positions_angstrom": [[-0.03, 2.37, -1.12], [2.86, -1.58, 7.61], [3.15, -5.24, -0.17], [3.34, 3.39, 5.17], [1.57, -2.95, 0.44], [-2.87, -1.41, -7.13], [-2.92, -2.55, -1.58], [3.08, 6.26, -3.65], [0.70, 0.80, -8.03], [3.49, -2.64, 2.22], [-2.58, 1.38, -2.44], [-6.09, -7.13, -1.45], [0.16, -9.75, -1.82], [3.59, 0.61, 0.46], [-4.23, -0.99, 2.64], [3.28, 0.23, -3.10], [1.32, -0.04, -1.08], [-0.95, -5.59, 3.96], [-1.32, -4.19, 2.33], [0.67, -5.00, 2.61], [-1.00, 3.98, 2.42], [-3.41, -1.16, 0.67], [-5.20, -2.28, 1.10], [1.10, -6.42, -0.53], [-5.01, -3.63, -2.11], [0.71, 3.45, -1.63], [3.39, -2.44, 3.56], [3.58, 1.34, 1.60], [-2.62, 0.70, -3.63], [4.31, -2.06, 5.78], [0.85, 1.15, -5.63], [2.52, -6.40, -0.52], [0.94, 5.23, -3.31], [-2.72, -0.70, -5.97], [3.08, -1.77, 6.26], [2.16, 6.42, 2.09], [3.32, 0.02, -5.56], [-0.92, 3.60, 3.94], [0.34, -7.48, -1.06], [-5.34, -5.96, -1.57], [2.75, 0.25, -6.79], [-3.23, -4.90, -1.12], [0.13, 4.32, -2.56], [0.43, -0.61, -0.15], [0.97, -8.66, -1.43], [-1.41, 2.63, 1.78], [-1.85, 2.40, 4.21], [1.44, 1.02, -4.44], [0.93, 5.70, 2.75], [1.48, 0.80, -6.81], [1.95, -1.84, 5.42], [-2.42, 5.47, 0.64], [-1.58, -0.22, -3.91], [2.73, 0.88, 2.69], [-3.79, 0.78, -4.48], [-3.70, -3.68, -1.67], [3.40, 2.68, 4.01], [4.43, 2.41, 1.80], [4.45, -2.41, 4.43], [0.46, -2.19, 0.00], [2.57, 1.62, 3.83], [1.94, 7.20, 0.72], [3.21, -7.56, -0.90], [0.40, 4.56, 1.91], [2.08, -2.13, 4.01], [-5.81, -4.78, -2.09], [-2.18, 5.02, 2.14], [-4.06, -6.08, -1.07], [-1.80, 1.58, 2.92], [2.82, 4.50, -2.00], [-4.26, -1.48, 1.55], [-3.93, 5.89, 0.37], [4.30, 3.08, 3.02], [2.41, -8.71, -1.26], [-1.64, -0.91, -5.08], [-0.57, -4.99, 3.02], [2.68, 0.46, -4.32], [-3.82, 0.13, -5.69], [2.02, 3.62, -1.34], [2.31, 5.29, -3.04], [2.97, 5.71, 1.89], [2.54, 7.06, 2.89], [5.47, -2.59, 4.11], [-0.21, 1.34, -5.56], [2.03, -1.68, 8.08], [-2.26, -4.01, 2.65], [2.00, 1.42, 4.72], [0.88, 7.25, 0.47], [-4.00, 6.52, -0.51], [-5.62, -7.95, -1.28], [3.86, 4.51, -1.73], [0.94, -1.76, 5.80], [-2.18, -4.95, -0.86], [-0.85, -1.59, -5.36], [-0.74, -7.37, -1.09], [0.07, 3.19, 4.12], [0.15, -2.58, -0.97], [2.13, 0.00, 2.47], [2.36, 2.90, -0.61], [-3.60, -6.85, -0.47], [-0.95, 4.31, -2.64], [-1.52, 1.79, 5.04], [4.30, -0.43, -5.58], [-2.75, -0.43, 0.88], [4.97, 3.91, 3.14], [2.59, 3.29, 5.76], [0.10, 6.40, 2.83], [-2.74, 1.08, 2.72], [-4.39, 6.46, 1.18], [-2.12, 4.70, -0.07], [-2.81, 2.83, 4.51], [4.29, -7.52, -0.85], [-1.66, 1.44, -2.17], [0.91, 1.14, -3.50], [2.76, 0.64, -0.02], [3.48, 6.74, -2.92], [-3.47, -1.50, -0.28], [0.63, -10.58, -1.93], [0.59, -5.50, -0.27], [-0.38, -2.49, 0.62], [1.13, 5.47, 3.79], [2.44, -4.59, -0.13], [-4.71, 0.27, -6.29], [-1.12, 4.48, 4.56], [0.55, 0.01, 0.74], [-3.09, 4.47, 2.41], [-5.24, -2.63, -2.44], [5.22, -2.02, 6.35], [-5.77, -2.65, 1.85], [-0.80, -3.47, 1.86], [-2.17, 2.81, 1.01], [2.20, 6.52, -0.09], [2.69, 0.30, -2.34], [-5.39, -2.39, 0.11], [-0.60, -0.31, -0.33], [0.92, -4.36, 1.87], [0.44, 1.53, -1.17], [-1.71, 6.28, 0.48], [-1.98, -2.74, -1.52], [1.30, -5.62, 3.10], [1.08, 3.72, 2.07], [0.32, 5.87, -3.91], [-4.45, 4.97, 0.11], [-0.67, -0.35, -3.34], [2.38, 8.20, 0.70], [-3.63, -1.03, -7.59], [-0.09, 1.28, -7.77], [2.73, -2.68, 1.63], [0.28, 4.81, 0.85], [-0.55, 2.17, 1.30], [5.14, 2.69, 1.04], [2.90, -9.64, -1.53], [1.21, -2.05, 3.38], [-6.81, -4.74, -2.51], [3.19, -0.12, -7.71], [-4.59, 1.50, -4.32], [-1.24, 0.65, 2.96], [-1.75, 5.84, 2.72]], "lowdin_charge": [-0.03, 0.01, 0.05, 0.03, -0.06, 0.04, 0.00, 0.04, 0.00, 0.04, 0.01, 0.03, 0.01, 0.03, 0.03, 0.04, -0.28, 0.08, 0.19, 0.20, -0.15, 0.20, 0.20, -0.02, -0.03, -0.32, -0.33, -0.31, -0.27, -0.02, -0.06, -0.32, 0.02, -0.30, -0.34, -0.18, 0.01, -0.09, -0.03, -0.32, -0.03, 0.02, 0.00, -0.29, -0.28, -0.06, -0.15, -0.06, -0.18, -0.26, 0.00, -0.19, -0.05, 0.02, -0.01, -0.33, -0.36, 0.00, 0.00, -0.18, -0.05, -0.06, 0.00, -0.07, -0.02, 0.00, -0.06, 0.01, -0.13, -0.02, -0.83, -0.07, -0.02, 0.01, -0.02, -0.84, -0.26, -0.04, -0.04, -0.31, 0.09, 0.10, 0.12, 0.11, 0.10, 0.13, 0.12, 0.05, 0.07, 0.10, 0.13, 0.10, 0.09, 0.13, 0.10, 0.11, 0.11, 0.09, 0.11, 0.12, 0.11, 0.12, 0.11, 0.10, 0.11, 0.10, 0.10, 0.09, 0.07, 0.09, 0.11, 0.11, 0.05, 0.09, 0.04, 0.10, 0.07, 0.09, 0.08, 0.09, 0.11, 0.04, 0.11, 0.13, 0.08, 0.13, 0.12, 0.12, 0.12, 0.06, 0.12, 0.04, 0.04, 0.09, 0.09, 0.06, 0.02, 0.09, 0.09, 0.14, 0.12, 0.11, 0.07, 0.11, 0.07, 0.09, 0.07, 0.02, 0.12, 0.10, 0.12, 0.09, 0.09, 0.12, 0.12, 0.11, 0.11, 0.11]}